Record 1
DFT (ωB97M-V/def2-TZVPD) results for a 2-piece molecular cluster, CH2FNO2 overall at a distorted geometry.

Properties
LUMO energy	-1.818	eV
F_max	5.41	eV Å⁻¹
ΔE to the lowest compared entry with this formula, charge and spin	381.58	kJ/mol

Each line ends with the Löwdin charge.
Geometry (Å):
C 0.1912 -0.0369 0.5338  0.194
N 0.0606 -0.1056 -0.8671  -0.466
O 0.5548 -1.0802 -1.3647  0.128
O -0.3852 0.8468 -1.4540  0.136
F -1.5069 0.5552 1.1870  -0.263
H 0.0926 -0.8939 1.1652  0.114
H 0.9930 0.7146 0.7997  0.157

=====

Record 2
DFT (ωB97M-V/def2-TZVPD) results for an isolated molecule of C3H8N2OS at a distorted geometry.

Properties
LUMO energy	0.579	eV
SMILES	COCNC(N)=S
F_max	5.09	eV Å⁻¹
ΔE to the lowest compared entry with this formula, charge and spin	261.02	kJ/mol

Each line ends with the Löwdin charge.
Geometry (Å):
C -2.4528 -0.3009 0.2485  -0.104
O -1.1909 -0.1473 -0.3859  -0.154
C -0.2945 -0.1223 0.6091  -0.304
N 0.6938 0.7886 0.0438  -0.034
C 1.9335 0.3930 -0.2235  -1.043
N 2.1773 -0.6296 -0.9783  0.061
S 3.1015 1.5442 -0.0430  0.578
H -3.2714 -0.5398 -0.4057  0.073
H -2.4168 -1.1677 0.9274  0.088
H -2.7063 0.7071 0.8156  0.133
H 0.0860 -1.1617 0.7591  0.153
H -0.5862 0.4093 1.5370  0.138
H 0.5414 1.8693 0.1047  0.173
H 1.4086 -1.2142 -1.4054  0.142
H 2.9767 -0.4281 -1.6035  0.100

=====

Record 3
DFT (ωB97M-V/def2-TZVPD) results for a 8-piece molecular cluster, C28H68Cl4O12 overall at a distorted geometry.

Properties
LUMO energy (alpha / beta)	-2.341 / -8.910	eV
charge	+1
⟨S²⟩	0.755
F_max	3.42	eV Å⁻¹
spin multiplicity	2

Each line ends with the Löwdin charge.
Geometry (Å):
Cl 23.4934 -9.3566 -22.7000  0.539
C 22.3608 -9.2934 -24.0851  -0.593
C 21.4185 -10.5129 -24.1604  -0.595
Cl 22.1639 -12.1476 -24.4590  0.549
H 22.9917 -9.0894 -24.9502  0.077
H 21.7793 -8.3860 -23.9219  0.051
H 20.6381 -10.2418 -24.8715  0.070
H 20.8063 -10.6538 -23.2697  0.036
Cl 12.6650 -10.8491 -20.5515  0.531
C 13.5373 -12.4245 -20.8604  -0.632
C 15.0224 -12.1953 -21.2353  -0.581
Cl 15.8145 -13.7506 -20.6894  0.547
H 12.9889 -13.0249 -21.5863  0.072
H 13.5343 -13.0044 -19.9375  0.036
H 15.3317 -11.3356 -20.6409  0.032
H 15.2103 -11.9734 -22.2858  0.075
C 24.9165 -14.3900 -16.8216  -0.094
O 24.7561 -13.7986 -18.0540  -0.134
C 23.6623 -14.2656 -18.8128  -0.178
C 23.4676 -13.4727 -20.1324  -0.078
O 24.5743 -13.7895 -20.9814  0.098
C 24.8063 -12.7026 -21.8290  -0.017
H 25.8722 -14.1366 -16.3627  0.108
H 24.8480 -15.4746 -16.9052  0.099
H 24.1059 -14.1082 -16.1495  0.103
H 22.7216 -14.2682 -18.2622  0.138
H 23.7503 -15.3424 -18.9574  0.137
H 23.3998 -12.4409 -19.7878  0.155
H 22.5470 -13.7587 -20.6411  0.164
H 23.9938 -12.4966 -22.5258  0.062
H 25.6497 -12.9517 -22.4730  0.127
H 25.0221 -11.7728 -21.3027  0.127
C 18.2566 -9.8227 -9.4397  -0.085
O 18.6114 -9.1413 -10.6707  -0.191
C 18.1331 -7.7951 -10.7858  -0.210
C 18.2794 -7.3272 -12.2009  -0.193
O 17.3734 -7.7772 -13.2221  -0.174
C 17.6309 -9.0620 -13.6963  -0.123
H 17.1682 -9.8800 -9.4457  0.080
H 18.4111 -9.3565 -8.4666  0.081
H 18.7453 -10.7961 -9.4842  0.086
H 18.5702 -7.0317 -10.1422  0.125
H 17.0803 -7.7207 -10.5134  0.129
H 19.2522 -7.3850 -12.6893  0.115
H 18.1292 -6.2645 -12.0106  0.125
H 17.3150 -9.7813 -12.9407  0.086
H 18.6843 -9.1575 -13.9597  0.085
H 16.9899 -9.2812 -14.5502  0.071
C 20.2568 -5.6068 -23.3992  -0.114
O 20.7415 -6.2082 -24.5806  -0.217
C 19.7004 -6.5049 -25.6465  -0.119
C 18.5252 -7.3741 -25.2368  -0.159
O 18.9329 -8.4817 -24.3399  -0.209
C 17.7938 -9.2183 -23.9229  -0.116
H 19.5204 -6.2845 -22.9675  0.073
H 19.7968 -4.6564 -23.6697  0.090
H 21.0174 -5.4830 -22.6283  0.093
H 20.2894 -7.0220 -26.4039  0.117
H 19.4178 -5.5889 -26.1654  0.123
H 18.1360 -7.9557 -26.0724  0.126
H 17.7528 -6.7490 -24.7889  0.123
H 17.1928 -8.6524 -23.2111  0.092
H 18.0351 -10.1888 -23.4892  0.060
H 17.0872 -9.5195 -24.6963  0.090
C 19.2321 -12.1285 -21.5309  -0.077
O 19.4800 -10.8272 -20.8958  -0.213
C 18.2597 -10.2090 -20.4218  -0.200
C 17.8910 -10.7468 -19.0802  -0.193
O 16.5817 -10.1703 -18.8753  -0.206
C 16.2307 -10.2686 -17.5075  -0.095
H 18.8285 -11.9179 -22.5213  0.074
H 18.6153 -12.7762 -20.9079  0.047
H 20.2113 -12.6070 -21.5431  0.067
H 17.4431 -10.2203 -21.1438  0.109
H 18.6823 -9.2057 -20.3669  0.133
H 18.6088 -10.4437 -18.3180  0.128
H 17.9501 -11.8287 -19.1988  0.105
H 15.4447 -9.5287 -17.3565  0.095
H 17.0203 -9.8116 -16.9110  0.062
H 16.0150 -11.3200 -17.3171  0.095
C 13.2054 -11.3454 -16.6912  -0.070
O 12.0485 -11.6977 -15.8781  -0.207
C 12.2193 -11.7120 -14.5002  -0.236
C 10.9081 -12.1495 -13.8477  -0.201
O 10.0256 -11.0834 -13.6637  -0.171
C 9.4829 -10.5223 -14.8200  -0.112
H 13.0673 -11.4754 -17.7646  0.052
H 14.0620 -11.9255 -16.3480  0.068
H 13.5147 -10.3277 -16.4532  0.075
H 12.6260 -10.8256 -14.0134  0.134
H 12.9307 -12.5239 -14.3493  0.117
H 11.1656 -12.6419 -12.9100  0.127
H 10.4856 -12.8957 -14.5206  0.127
H 8.6338 -11.1343 -15.1242  0.090
H 10.1584 -10.2801 -15.6404  0.086
H 8.9867 -9.6128 -14.4812  0.089
C 17.6037 -5.2171 -19.5885  -0.115
O 18.5365 -5.7770 -18.6736  -0.185
C 17.8642 -6.7288 -17.7849  -0.167
C 19.0365 -7.2500 -17.0232  -0.199
O 19.3217 -6.1735 -16.0664  -0.184
C 20.5648 -6.3749 -15.3221  -0.089
H 18.0968 -4.5999 -20.3395  0.084
H 16.8343 -4.6702 -19.0435  0.086
H 17.0306 -5.9777 -20.1187  0.074
H 17.4672 -7.5675 -18.3569  0.108
H 17.1227 -6.2512 -17.1445  0.140
H 19.9331 -7.5958 -17.5376  0.124
H 18.7747 -8.1821 -16.5224  0.092
H 21.3226 -6.0886 -16.0514  0.084
H 20.7298 -7.3089 -14.7849  0.075
H 20.7063 -5.5872 -14.5821  0.081

=====

Record 4
DFT (ωB97M-V/def2-TZVPD) results for a 2-piece molecular cluster, C3H8O2S2 overall at a distorted geometry.

Properties
LUMO energy (alpha / beta)	-5.721 / -9.244	eV
charge	+1
⟨S²⟩	0.754
F_max	4.08	eV Å⁻¹
spin multiplicity	2
ΔE to the lowest compared entry with this formula, charge and spin	112.97	kJ/mol

Each line ends with the Löwdin charge.
Geometry (Å):
C 0.0795 -0.5034 1.0832  -0.173
C 1.6177 -0.5297 0.8208  -0.171
O 2.0970 -1.3064 -0.0261  0.064
C -0.3937 0.9759 1.0568  -0.468
S -2.2506 1.2104 1.1066  0.820
S -2.7330 0.5260 -0.8574  0.539
H -0.4562 -0.9198 0.2711  0.068
H -0.1100 -1.0315 2.0305  0.134
H 2.2950 -0.0704 1.5629  0.142
H 0.1585 1.7157 1.7564  0.138
H -0.1299 1.3198 0.0708  0.061
H -3.0082 -0.7356 -0.9506  -0.160
H 0.9363 -0.8267 -2.1441  0.030
H 0.8672 0.0666 -3.3723  0.058
O 1.0305 0.1091 -2.4087  -0.083

=====

Record 5
DFT (ωB97M-V/def2-TZVPD) results for a 8-piece molecular cluster, H16O8 overall at a distorted geometry.

Properties
LUMO energy	0.004	eV
SMILES	O.O.O.O.O.O.O.O
F_max	1.25	eV Å⁻¹
ΔE to the lowest compared entry with this formula, charge and spin	217.36	kJ/mol

Each line ends with the Löwdin charge.
Geometry (Å):
O -0.0994 2.3962 2.1804  -0.047
H -0.6434 2.8332 1.5251  0.009
H -0.3287 2.8230 3.0059  0.041
O -0.1540 0.4140 -0.3413  -0.045
H -0.1237 0.7055 0.5699  0.004
H 0.3091 -0.4237 -0.3409  -0.011
O 0.9702 -1.9087 0.2997  -0.030
H 1.2415 -2.2584 1.1484  0.095
H 1.6983 -2.1119 -0.2875  0.048
O -0.8125 -3.2473 -0.9498  -0.063
H -0.4401 -4.1289 -0.9658  0.024
H -0.1502 -2.7148 -0.5092  -0.062
O -2.3987 2.4880 0.2704  -0.036
H -2.7900 2.1182 1.0618  0.036
H -1.9336 1.7549 -0.1325  0.010
O 0.4168 2.4034 -2.7463  -0.053
H -0.0436 1.8705 -2.0980  -0.009
H 0.9647 1.7804 -3.2237  0.018
O -1.6366 -0.8372 2.4332  -0.039
H -1.9142 0.0652 2.5910  0.016
H -0.7772 -0.9003 2.8500  0.030
O 2.9346 -1.3299 -1.8569  -0.031
H 2.2280 -1.2348 -2.4955  0.046
H 3.4829 -0.5564 -1.9886  0.051

=====

Record 6
DFT (ωB97M-V/def2-TZVPD) results for an isolated molecule of C19H24FN3O4S.

Properties
LUMO energy	0.440	eV
SMILES	COC(=O)c1cc(S(=O)(=O)NCC2CCN(Cc3ccc(F)cc3)CC2)c[nH]1
F_max	0.97	eV Å⁻¹
ΔE to the lowest compared entry with this formula, charge and spin	1.91	kJ/mol

Each line ends with the Löwdin charge.
Geometry (Å):
C -0.1789 -4.2405 1.3132  -0.040
O 0.8906 -3.3190 1.1500  -0.028
C 1.4012 -3.2264 -0.0811  -0.462
O 1.0132 -3.8672 -1.0326  0.108
C 2.4714 -2.2364 -0.1672  -0.166
C 3.0008 -1.3587 0.7591  0.009
C 3.9404 -0.5728 0.0768  -0.280
S 4.8114 0.8292 0.7402  0.632
O 5.9881 1.0433 -0.0462  -0.289
O 4.9101 0.6627 2.1557  -0.275
N 3.8197 2.1319 0.4559  -0.127
C 2.5153 2.1365 1.0739  -0.198
C 1.4063 1.5322 0.1991  -0.326
C 0.2604 0.9636 1.0335  -0.129
C -0.7841 0.3431 0.1125  -0.177
N -1.3054 1.3403 -0.8039  -0.171
C -2.4125 0.8172 -1.5857  -0.161
C -3.6043 0.5283 -0.7137  -0.232
C -4.3147 -0.6579 -0.8343  -0.035
C -5.4179 -0.9076 -0.0361  -0.008
C -5.7952 0.0459 0.8899  -0.280
F -6.8675 -0.1917 1.6763  0.053
C -5.1036 1.2353 1.0366  -0.001
C -4.0091 1.4697 0.2265  -0.030
C -0.2491 1.8745 -1.6409  -0.193
C 0.8172 2.5467 -0.7797  -0.138
C 3.9684 -0.9955 -1.2354  -0.060
N 3.0795 -1.9969 -1.3696  0.116
H -1.0662 -3.8864 0.7839  0.098
H -0.3712 -4.2954 2.3811  0.095
H 0.0992 -5.2200 0.9195  0.098
H 2.7545 -1.2908 1.7977  0.127
H 3.8594 2.4523 -0.4972  0.108
H 2.6395 1.5610 1.9930  0.114
H 2.2588 3.1652 1.3471  0.130
H 1.8409 0.7126 -0.3824  0.119
H 0.6293 0.2028 1.7219  0.111
H -0.2031 1.7629 1.6127  0.128
H -1.6178 -0.0443 0.7028  0.123
H -0.3296 -0.5061 -0.4355  0.128
H -2.1272 -0.0931 -2.1443  0.127
H -2.6923 1.5827 -2.3178  0.130
H -4.0071 -1.3969 -1.5599  0.112
H -5.9789 -1.8246 -0.1227  0.116
H -5.4268 1.9557 1.7713  0.117
H -3.4456 2.3844 0.3213  0.117
H -0.6896 2.6086 -2.3209  0.121
H 0.2213 1.0810 -2.2538  0.129
H 0.3571 3.3642 -0.2229  0.123
H 1.5946 2.9625 -1.4238  0.115
H 4.5759 -0.6389 -2.0424  0.132
H 2.8729 -2.5296 -2.2018  0.171

=====

Record 7
DFT (ωB97M-V/def2-TZVPD) results for a 2-piece molecular cluster, C8H20N3O3 overall at a distorted geometry.

Properties
LUMO energy	-2.435	eV
charge	+1
F_max	4.63	eV Å⁻¹
ΔE to the lowest compared entry with this formula, charge and spin	0.00	kJ/mol

Each line ends with the Löwdin charge.
Geometry (Å):
C 0.3267 -2.5783 -0.4646  -0.538
C -0.9045 3.1969 0.4497  -0.010
C -3.0920 -1.3417 -2.0555  -0.059
C 3.6558 1.9676 1.5791  -0.080
C -1.6386 1.8567 0.6154  -0.119
C -3.3322 -0.8554 -0.6275  -0.129
C 3.4821 0.7372 0.7100  -0.258
C -0.9367 -0.4954 0.0360  -0.390
N 1.5175 -3.0565 -0.6448  0.176
N -0.7496 -3.1907 -0.3792  0.159
N 0.1826 -1.1648 -0.1717  0.203
O -0.7519 0.7868 0.1614  0.058
O -2.0781 -1.0866 0.0736  0.048
O 2.1837 0.1472 0.8761  -0.115
H -1.2739 3.9334 1.1007  0.074
H 0.1402 2.9843 0.6039  0.077
H -1.0095 3.5764 -0.5326  0.074
H -2.7084 -2.4020 -2.0704  0.097
H -3.9536 -1.1559 -2.6917  0.085
H -2.3892 -0.6716 -2.5440  0.077
H 4.6917 1.8023 1.8825  0.077
H 3.6514 2.9702 1.1225  0.083
H 3.0213 2.0702 2.4343  0.071
H -2.5460 1.7744 0.0140  0.110
H -1.9109 1.6147 1.5807  0.109
H -4.0822 -1.4499 -0.1907  0.117
H -3.5790 0.2468 -0.7173  0.130
H 4.2321 0.0434 1.2248  0.128
H 3.6376 0.7775 -0.3830  0.130
H 1.6520 -3.9552 -1.1638  0.159
H 2.3377 -2.4998 -0.6809  0.097
H -0.8736 -4.1828 -0.6212  0.092
H 1.9867 0.1403 1.7832  0.072
H 1.1110 -0.5397 -0.3091  0.195

=====

Record 8
DFT (ωB97M-V/def2-TZVPD) results for an isolated molecule of C17H15N7OS at a distorted geometry.

Properties
LUMO energy	-1.161	eV
SMILES	CC(C)c1csc(/C=C/c2ccn3c(=O)c(-c4nnn[nH]4)cnc3c2)n1
F_max	4.97	eV Å⁻¹
ΔE to the lowest compared entry with this formula, charge and spin	224.45	kJ/mol

Each line ends with the Löwdin charge.
Geometry (Å):
C -5.5143 3.1116 -0.6513  -0.053
C -4.5236 4.3384 -0.9622  -0.315
C -4.8199 5.4725 0.0983  -0.062
C -3.0522 4.0810 -0.8594  -0.360
C -2.0620 4.7146 -1.5227  -0.363
S -0.5083 3.9588 -1.3353  1.047
C -1.3485 2.7116 -0.4083  -0.601
C -0.5355 1.7155 0.1109  -0.113
C -0.7450 0.3553 0.2374  0.006
C 0.3513 -0.5689 0.5099  -0.229
C 1.5455 -0.1101 1.1297  -0.014
C 2.7196 -0.8804 1.1676  0.049
N 2.7390 -2.1719 0.5158  0.094
C 3.7404 -3.1438 0.7434  -0.353
O 4.6583 -2.8808 1.4716  0.076
C 3.6629 -4.5030 0.1359  -0.058
C 4.6151 -5.5883 0.2813  -0.349
N 4.5681 -6.8321 0.0116  0.055
N 5.7822 -7.4203 0.2803  0.002
N 6.4088 -6.5510 0.9799  -0.023
N 5.7502 -5.3920 0.9799  0.077
C 2.4706 -4.8087 -0.4733  0.004
N 1.4976 -3.7800 -0.6989  0.106
C 1.5714 -2.6770 -0.0049  -0.254
C 0.3775 -1.7792 -0.0918  0.078
N -2.6006 2.9708 -0.0889  0.139
H -5.2207 2.7012 0.3069  0.064
H -6.5470 3.3859 -0.6091  0.057
H -5.5640 2.3343 -1.4009  0.063
H -4.7417 4.7449 -1.9432  0.122
H -5.0181 5.0726 1.0507  0.050
H -3.9435 6.1843 0.1659  0.097
H -5.7893 5.8798 -0.1898  0.072
H -2.2478 5.5321 -2.1739  0.069
H 0.4404 2.1116 0.3698  0.096
H -1.6424 -0.1338 -0.1226  0.121
H 1.6971 0.7212 1.7273  0.087
H 3.5919 -0.5262 1.8069  0.151
H 6.2049 -4.4930 1.0675  0.148
H 2.4168 -5.8141 -0.8681  0.114
H -0.3855 -2.0435 -0.7438  0.101